This record from the OMol25 dataset describes C6H4AuCl2N2O3Tl as an isolated structure at a distorted geometry. The level of theory is wB97M-V/def2-TZVPD.

Atoms and positions in Å:
Tl 2.241 -1.771 0.687
Au 0.043 -0.219 -0.034
Cl 2.548 0.522 -0.525
Cl 0.511 -0.959 2.577
C -1.901 -0.392 0.260
C 3.716 -2.561 -0.776
C 2.072 -3.760 1.598
O -3.007 -0.559 0.554
O 4.454 -3.061 -1.523
O 2.000 -4.846 2.016
N 0.373 2.579 -1.531
C 0.445 3.940 -1.407
C 0.211 4.189 -0.054
C 0.020 2.953 0.605
N 0.056 2.006 -0.351
H 0.535 1.966 -2.321
H 0.628 4.550 -2.275
H 0.161 5.120 0.439
H -0.164 2.689 1.652

- multiplicity = 3
- relative energy (zero: lowest compared OMol25 entry of this formula, charge and spin) (eV) = 0.882
- charge = +4

Here are the Mulliken charges for atoms 1 to 8, given in e: atom 1 (Tl): 1.468, atom 2 (Au): 0.714, atom 3 (Cl): -0.217, atom 4 (Cl): -0.098, atom 5 (C): 0.507, atom 6 (C): 0.169, atom 7 (C): 0.198, atom 8 (O): -0.044


This record from the OMol25 dataset describes C6H4BBr2F36O9P6VZr as an isolated structure at a distorted geometry. The level of theory is wB97M-V/def2-TZVPD.

Atoms and positions in Å:
Zr 18.086 1.782 -3.726
O 20.335 3.159 -10.487
V 19.103 2.700 -9.665
P 20.623 1.956 -2.047
F 20.233 2.161 -3.565
F 21.826 0.913 -2.422
F 21.488 3.322 -2.131
F 20.618 1.741 -0.456
F 19.176 2.659 -2.074
F 19.724 0.648 -2.402
P 17.661 0.703 -11.534
F 17.181 1.115 -13.020
F 17.505 2.191 -10.995
F 16.163 0.398 -10.946
F 18.321 0.500 -10.067
F 17.956 -0.834 -11.987
F 19.165 1.184 -11.960
P 19.645 0.732 -6.452
F 19.748 1.517 -7.831
F 19.083 1.968 -5.674
F 18.139 0.436 -6.775
F 19.412 0.151 -4.931
F 20.147 -0.754 -6.918
F 21.148 1.100 -6.069
P 19.090 5.906 -8.747
F 20.468 5.948 -9.623
F 19.757 6.694 -7.493
F 18.636 7.396 -9.258
F 17.641 5.903 -7.939
F 18.369 4.977 -9.892
F 19.405 4.414 -8.081
P 16.239 -0.240 -2.794
F 17.343 -0.305 -3.932
F 17.364 0.651 -2.089
F 15.950 1.065 -3.767
F 15.151 0.091 -1.674
F 15.199 -0.921 -3.793
F 16.856 -1.683 -2.214
P 18.775 5.402 -4.389
F 19.249 6.865 -4.809
F 17.783 5.994 -3.252
F 17.528 5.539 -5.480
F 18.452 3.821 -4.154
F 19.729 4.778 -5.533
F 19.954 5.294 -3.219
O 10.614 3.934 -8.013
C 11.779 4.031 -7.753
O 12.703 3.050 -7.720
B 14.055 3.578 -7.457
O 13.874 5.020 -7.474
C 12.535 5.337 -7.582
O 11.969 6.426 -7.564
O 14.688 3.191 -6.178
C 15.912 2.889 -6.306
O 16.702 2.574 -5.417
C 16.236 3.000 -7.831
O 15.069 3.081 -8.448
O 17.360 2.808 -8.352
Br 22.211 3.616 -7.496
C 24.127 3.144 -7.633
C 24.142 1.638 -7.573
Br 26.047 1.205 -7.225
H 24.723 3.764 -6.963
H 24.455 3.497 -8.610
H 23.777 1.298 -8.542
H 23.523 1.160 -6.814

- multiplicity = 3
- electronic energy (eV) = -346049.736
- charge = -2

Here are the natural (NBO) charges for atoms 1 to 8, given in e: atom 1 (Zr): 2.000, atom 2 (O): -0.375, atom 3 (V): 1.778, atom 4 (P): 2.624, atom 5 (F): -0.575, atom 6 (F): -0.556, atom 7 (F): -0.526, atom 8 (F): -0.537